w | C4H10N2 | ωB97M-V/def2-TZVPD

Summary:
Frontier orbital gap (alpha / beta) = 7.75 / 8.48 eV
LUMO level (alpha / beta) = 0.6894 / 0.7953 eV
2S+1 = 1

Each line ends with the natural charge from an NBO analysis.
Positions of all 16 atoms, in Å:
1 C -1.621 0.571 0.165  -0.022
2 C -2.088 0.512 -1.255  -0.694
3 C 1.867 0.117 1.927  -0.460
4 C 0.418 -0.671 -0.329  -0.444
5 N 0.459 0.211 1.918  -0.302
6 N -0.270 0.119 0.636  -0.171
7 H -2.215 1.214 0.771  0.200
8 H -1.556 1.297 -1.850  0.218
9 H -3.141 1.026 -1.325  0.238
10 H -2.013 -0.313 -1.919  0.226
11 H 2.329 0.928 1.395  0.188
12 H 2.066 0.318 2.932  0.224
13 H 2.265 -0.882 1.588  0.166
14 H -0.349 -1.303 -0.867  0.211
15 H 0.908 -0.037 -1.073  0.203
16 H 1.216 -1.377 0.156  0.218



x | C4H10N2 | ωB97M-V/def2-TZVPD

Summary:
SMILES string = CC1(C)CNN1
Frontier orbital gap = 9.20 eV
LUMO level = 1.0397 eV
2S+1 = 1

Each line ends with the natural charge from an NBO analysis.
Positions of all 16 atoms, in Å:
1 C -1.157 -0.142 -0.991  -0.225
2 C 0.103 -0.028 -0.044  0.023
3 C 0.749 -1.247 0.539  -0.593
4 C -0.028 1.052 0.943  -0.632
5 N -0.363 0.789 -1.920  -0.486
6 N 0.890 0.361 -1.217  -0.467
7 H -1.392 -1.078 -1.457  0.188
8 H -2.085 0.269 -0.589  0.191
9 H 1.880 -0.973 0.971  0.212
10 H 0.795 -2.142 -0.107  0.225
11 H 0.228 -1.657 1.558  0.201
12 H 1.006 1.280 1.502  0.210
13 H -0.765 0.838 1.859  0.227
14 H -0.217 2.055 0.404  0.235
15 H -0.437 0.555 -2.901  0.350
16 H 1.514 1.081 -1.039  0.341



x is preferred energetically. Next in line: 0.0811 hartree higher.



w | C4H10N2 | ωB97M-V/def2-TZVPD

Summary:
SMILES string = C=C(N)CCN
Frontier orbital gap = 8.97 eV
LUMO level = 1.0540 eV
2S+1 = 1

Each line ends with the natural charge from an NBO analysis.
Positions of all 16 atoms, in Å:
1 C 0.878 -0.323 1.162  -0.207
2 C 0.479 0.921 0.377  -0.472
3 C -0.323 0.537 -0.836  0.212
4 C 0.195 0.453 -2.064  -0.554
5 N -1.687 0.303 -0.624  -0.835
6 N -0.275 -1.168 1.571  -0.860
7 H 1.449 -0.058 2.055  0.197
8 H 1.545 -0.910 0.517  0.178
9 H 0.035 1.827 0.817  0.223
10 H 1.408 1.387 0.024  0.223
11 H -0.307 -0.146 -2.821  0.187
12 H 1.247 0.631 -2.254  0.200
13 H -1.962 0.163 0.333  0.400
14 H -2.177 -0.081 -1.406  0.385
15 H 0.186 -1.752 2.264  0.357
16 H -0.690 -1.785 0.885  0.366



x | C4H10N2 | ωB97M-V/def2-TZVPD

Summary:
SMILES string = C=NC.C=NC
Frontier orbital gap = 10.37 eV
LUMO level = 0.6452 eV
2S+1 = 1

Each line ends with the natural charge from an NBO analysis.
Positions of all 16 atoms, in Å:
1 C 1.823 -1.548 -1.949  -0.447
2 C -0.335 -2.507 -2.411  -0.066
3 N 0.770 -1.928 -2.844  -0.391
4 H 1.913 -0.379 -1.896  0.213
5 H 2.762 -2.007 -2.256  0.213
6 H 1.730 -1.848 -0.831  0.162
7 H -1.169 -2.751 -3.056  0.175
8 H -0.455 -2.999 -1.422  0.142
9 C 0.028 1.930 2.351  -0.466
10 C -2.116 2.086 1.807  -0.068
11 N -1.250 2.272 2.754  -0.397
12 H 0.114 0.832 1.979  0.201
13 H 0.599 2.180 3.417  0.209
14 H 0.428 2.586 1.568  0.200
15 H -3.190 2.238 1.930  0.184
16 H -1.653 1.843 0.860  0.137



y | C4H10N2 | ωB97M-V/def2-TZVPD

Summary:
SMILES string = C[C@H]1N[C@@]1(C)N
Frontier orbital gap = 9.76 eV
LUMO level = 1.1335 eV
2S+1 = 1

Each line ends with the natural charge from an NBO analysis.
Positions of all 16 atoms, in Å:
1 C -0.300 -0.084 0.533  0.308
2 C 0.187 -0.032 -0.830  -0.080
3 C 1.821 0.308 -1.007  -0.632
4 C -1.937 0.327 0.245  -0.628
5 N -0.022 -1.325 -0.099  -0.734
6 N 0.345 0.213 1.736  -0.842
7 H -0.255 -2.010 -0.812  0.418
8 H -0.282 0.276 -1.751  0.198
9 H -0.249 0.394 2.539  0.381
10 H 1.051 -0.482 1.963  0.390
11 H 2.481 -0.174 -0.278  0.209
12 H 1.950 1.391 -0.923  0.200
13 H 2.124 -0.012 -2.009  0.197
14 H -2.384 -0.064 -0.672  0.214
15 H -2.476 -0.137 1.075  0.196
16 H -2.054 1.413 0.290  0.205



w is preferred energetically. Next in line: 0.0826 hartree higher.